41
Properties=species:S:1:pos:R:3:forces:R:3 method="wB97M-V/def2-TZVPD" total_charge=+2 gap_ev=2.2 e_tot_ev=-33536.56066
H -2.546 0.965 0.319 0.5 1.4 -0.6
Mg -4.673 2.935 1.121 0.3 -0.1 -0.1
C 1.977 0.197 3.524 -0.8 0.9 -0.5
H 1.982 0.761 -3.404 -1.1 -0.8 0.4
H 1.185 0.624 -0.911 -1.2 0.4 -0.9
H 0.287 -1.873 -3.649 1.0 0.6 1.0
H -0.573 0.360 -1.587 1.7 0.6 0.1
C 1.471 -1.961 -1.663 -0.7 -1.2 -0.1
H 2.049 -2.935 -1.801 -0.5 1.4 0.3
H -0.688 -1.679 -1.246 0.7 -1.0 1.1
O 0.441 -2.174 0.559 -3.2 0.0 1.2
C 0.459 0.841 -1.758 0.0 0.6 -1.2
H 2.096 -1.258 -1.026 -0.8 -0.9 -0.9
H -0.803 4.133 -0.866 0.3 -1.4 0.4
C 1.010 0.235 -3.133 -0.8 -0.1 0.1
O -0.955 2.274 0.271 -2.7 0.7 -1.6
C 0.622 -0.072 3.250 1.3 -0.1 0.4
H 2.083 -1.600 -3.758 -1.5 0.3 0.9
H 0.318 -1.622 4.791 -0.7 0.5 -1.3
C 1.159 -1.371 -3.111 1.3 0.5 -0.3
C 0.232 2.428 -1.992 -1.8 -1.0 0.4
F 2.481 1.460 3.152 -0.7 -3.7 1.0
H -3.070 2.737 0.094 -0.2 0.8 -0.1
H -2.315 1.755 -1.316 -0.1 0.9 1.2
H -1.613 -2.835 3.175 1.6 0.5 -0.5
F -0.020 0.814 2.347 1.2 -1.6 2.0
C -0.247 -1.231 3.882 0.5 0.7 -0.3
F 2.856 -0.657 4.161 -2.3 2.6 -1.6
H -0.124 -3.463 -1.044 0.2 1.6 0.4
H -0.681 2.490 -2.695 1.5 0.0 0.7
H 0.712 3.494 -0.072 -1.6 -0.7 -0.5
H 1.109 2.936 -2.499 -1.1 -0.5 0.9
H 0.244 0.508 -3.944 1.2 -0.3 1.0
C -0.574 -2.445 2.887 -0.3 -0.2 -0.6
H -1.215 -0.763 4.286 1.4 -0.6 -0.8
C -0.702 -1.992 1.352 -1.1 0.8 0.7
H 0.168 -3.297 2.984 -0.8 1.2 -0.1
C 0.123 -2.362 -0.845 1.4 0.5 -2.2
C -2.242 1.951 -0.198 2.4 -3.3 0.6
C -0.239 3.166 -0.629 2.5 1.0 -0.8
O -1.780 -1.476 0.994 3.0 -1.2 0.2

17
Properties=species:S:1:pos:R:3:forces:R:3 method="wB97M-V/def2-TZVPD" total_charge=-1 gap_ev=8.5 e_above_lowest_kcal_mol=0.0 e_tot_ev=-9897.44565
C 0.684 -1.858 -0.694 -0.2 0.3 -0.1
H 2.175 -3.228 -0.972 0.0 -0.2 0.0
H -0.804 0.519 -0.701 -0.1 0.1 -0.2
C -0.875 1.326 0.027 -0.1 -0.5 0.5
H -1.327 1.350 2.155 0.1 0.0 0.2
N 1.480 -2.733 -1.501 -0.1 0.2 -0.2
H -2.400 0.335 1.202 0.0 -0.1 0.0
O -0.453 -1.584 -1.151 0.1 -0.2 0.0
H 1.183 1.117 0.490 0.1 0.0 0.1
H -0.745 -0.217 1.515 0.1 -0.1 0.1
H 0.909 -3.277 -2.126 0.1 -0.2 0.0
O 1.234 -1.431 0.342 0.1 0.0 0.3
H 0.875 2.330 -0.744 0.1 0.1 -0.1
C -1.362 0.653 1.316 -0.2 0.3 -0.3
C 0.512 1.923 0.200 -0.1 0.0 -0.4
H -1.628 2.047 -0.291 0.1 0.3 -0.2
H 0.542 2.730 0.932 0.0 0.1 0.2

14
Properties=species:S:1:pos:R:3:forces:R:3 method="wB97M-V/def2-TZVPD" gap_ev=10.6 e_above_lowest_kcal_mol=60.1 smiles=C[C@@]1(N)C[C@H]1Cl e_tot_ev=-18287.16565
H -2.126 1.217 0.755 1.0 -0.4 -0.3
C -0.570 -0.049 -0.502 -1.3 -0.2 1.3
H 1.483 0.932 0.877 1.8 -2.7 0.9
H -0.666 -1.099 2.727 -1.2 0.4 -2.2
C 1.397 -0.222 1.209 -1.0 2.2 0.7
Cl 0.540 0.324 -1.945 -1.3 -0.6 1.8
C -1.080 1.046 0.431 4.8 1.0 0.1
H -0.573 -1.931 1.477 2.1 -5.5 -1.6
H -0.331 1.958 0.353 -2.2 -1.4 0.0
H 1.970 -1.051 0.684 -1.0 1.5 -0.2
N -0.995 -1.139 1.679 0.1 4.8 3.4
H 1.591 -0.493 2.297 -0.1 1.3 -1.1
H -1.347 -0.839 -0.558 0.7 0.5 -1.4
C -0.117 -0.148 0.978 -2.4 -1.0 -1.6

16
Properties=species:S:1:pos:R:3:forces:R:3 method="wB97M-V/def2-TZVPD" s2=2.005 gap_ev="5.5 / 7.1" e_above_lowest_kcal_mol=1.9 spin_multiplicity=3 e_tot_ev=-28683.17022
H -0.745 1.389 -2.189 -0.2 -0.1 -0.2
H 0.221 -0.679 2.007 1.2 0.9 0.9
H 1.731 -0.731 0.134 0.4 -1.4 0.0
Cl -2.377 -0.791 -0.601 -0.3 -0.1 0.0
C 1.499 0.288 0.177 -1.6 2.8 -0.2
C -0.113 0.573 -1.843 2.0 0.8 -2.5
H 1.480 0.700 1.166 0.0 -0.6 1.2
H -1.449 -0.979 2.280 -1.0 -0.1 0.9
H -0.481 -0.386 -2.255 0.2 0.5 0.4
C 0.067 0.599 -0.396 1.5 -2.4 0.7
H 2.287 0.946 -0.175 0.0 -0.2 -1.2
C -0.659 -1.051 1.586 -0.1 -0.9 -2.4
C -1.026 -0.150 0.331 0.5 -3.5 1.9
H 0.916 0.776 -2.283 -1.3 -0.2 0.1
H -0.367 -2.154 1.447 -0.9 1.4 -0.5
S -0.984 1.650 0.614 -0.6 2.9 0.8

90
Properties=species:S:1:pos:R:3:forces:R:3 method="wB97M-V/def2-TZVPD" total_charge=+1 s2=8.753 gap_ev="5.9 / 5.9" e_above_lowest_kcal_mol=2.4 spin_multiplicity=6 e_tot_ev=-78292.29715
H -1.476 2.656 -3.661 0.0 -0.1 0.0
H -1.742 -2.566 4.334 0.0 0.0 0.0
H -3.042 -3.554 2.125 0.1 0.3 0.0
C 1.392 4.664 0.902 -0.8 -0.1 -0.1
H -3.358 0.707 -3.258 0.2 0.1 0.1
H -1.078 -0.122 3.666 -0.1 -0.3 -0.1
H 0.363 -4.350 0.960 -0.1 0.1 0.1
H 3.119 1.881 2.419 0.2 -0.2 0.2
C -0.916 3.060 -4.498 0.2 0.1 0.0
H -1.867 3.047 2.914 0.0 0.0 0.0
C -3.855 1.330 -2.514 0.1 -0.6 -0.1
H 0.392 4.579 2.777 0.2 0.0 0.0
C -0.469 -2.554 -3.603 -0.7 0.1 0.2
C -3.823 0.864 1.250 0.6 0.6 0.1
H -2.740 0.752 1.326 -0.1 -0.5 -0.1
H 2.022 -1.871 -0.204 0.0 0.0 0.3
H -4.047 1.813 1.751 -0.3 -0.2 0.0
C 1.355 -2.365 2.896 0.4 -0.4 -0.2
H 2.542 0.604 -4.058 -0.2 -0.3 -0.1
H -1.175 -2.819 -2.822 0.1 0.1 0.2
C 1.036 2.773 -3.003 -0.4 0.5 0.1
H 2.796 4.101 -3.200 -0.2 0.1 -0.1
C -0.095 2.929 1.768 0.3 -0.4 0.6
C -0.851 -3.014 3.889 0.3 -0.7 -0.5
H -0.431 2.618 3.865 0.0 0.1 -0.1
H -0.889 2.346 -5.323 -0.1 -0.1 0.1
C -1.264 -4.272 3.116 -0.7 0.2 0.7
H -1.158 1.419 2.818 0.0 0.1 -0.4
C 3.870 1.772 1.637 -0.1 1.0 -0.9
C -0.140 -0.651 3.823 -0.3 -0.2 0.1
H -0.108 -0.853 4.898 0.4 0.0 0.0
H 3.556 -2.087 0.711 0.0 -0.1 0.1
H -4.912 1.084 -2.581 -0.1 0.4 0.0
H 1.921 -1.561 2.428 -0.1 0.1 -0.1
N -0.840 -1.775 1.787 -1.0 0.9 0.4
O 0.226 -0.841 -2.079 0.0 -0.5 -0.4
C 3.034 -1.513 -0.044 0.1 0.2 -0.7
H 0.610 -3.053 -0.185 -0.3 0.3 0.2
C -0.123 -1.975 3.030 0.2 0.3 0.5
N 3.934 0.442 1.074 0.0 0.0 0.3
H 0.953 4.032 -4.601 0.2 0.0 0.1
N 1.537 -1.258 -3.865 -0.2 0.0 0.2
C 2.593 -0.338 -3.495 0.1 0.5 -0.6
N -4.185 0.957 -0.151 -0.3 -0.1 0.1
H 3.549 -1.633 -1.006 0.1 0.0 0.2
N 0.429 3.381 -4.044 0.0 -0.3 0.0
C -2.041 -3.902 1.861 0.5 -0.6 0.2
H -1.083 -2.141 -4.409 0.2 -0.3 -0.2
H 1.805 3.873 0.284 0.3 0.1 0.0
H 4.864 2.100 1.929 -0.1 -0.2 0.4
H 1.825 -2.560 3.865 -0.2 0.1 0.1
H -4.348 0.040 1.718 0.1 -0.1 0.1
Mn 0.000 0.630 -0.612 -0.6 -0.8 1.5
H 0.678 0.001 3.520 0.0 0.1 0.1
H 3.564 -0.774 -3.725 0.0 -0.1 0.3
H -1.748 -1.740 -0.747 0.0 0.0 -0.1
H 4.587 -0.185 1.508 -0.1 -0.2 -0.1
H -2.590 -3.279 -0.676 -0.4 0.0 0.2
O 0.451 1.967 -2.282 0.0 0.2 -0.6
H -5.169 1.040 -0.343 0.0 0.0 -0.3
N 0.664 4.015 1.987 0.1 0.8 0.0
C -2.271 -2.424 -0.079 0.8 0.6 -0.4
C -0.158 -3.667 0.287 0.5 -0.6 -0.6
H -0.536 -4.309 -0.521 -0.2 0.1 0.1
H -0.432 -4.951 2.917 0.2 0.3 -0.2
C -1.287 -2.888 0.985 0.1 -0.6 -0.2
H -3.087 -1.857 0.356 -0.3 -0.2 0.1
H -1.909 -4.833 3.805 0.0 -0.1 -0.3
C 2.438 3.201 -2.707 0.8 -0.3 0.6
O -2.084 1.052 -0.916 -0.5 0.0 -0.6
H 1.498 -3.274 2.306 0.0 0.1 0.0
H 0.053 -3.465 -3.885 0.1 0.1 -0.3
O -0.038 2.311 0.723 0.1 0.2 -1.0
H -2.165 -4.822 1.276 -0.2 0.2 -0.1
H 2.488 -0.057 -2.452 0.0 -0.3 0.1
H 3.149 2.395 -2.912 -0.2 0.0 -0.2
C 2.976 -0.048 0.268 0.4 -0.5 0.5
H 2.131 5.353 1.294 0.3 -0.2 0.1
H 1.565 -1.764 -4.733 0.3 0.0 0.0
O 2.114 0.689 -0.200 0.1 0.5 -0.3
C -0.934 2.474 2.907 -0.4 0.1 0.6
H -3.627 2.373 -2.729 -0.3 0.1 -0.2
H 2.527 3.318 -1.626 -0.1 0.2 -0.1
O -0.398 -0.626 1.100 0.6 0.0 -0.7
H -0.173 -3.351 4.678 -0.1 0.4 0.2
C -3.299 1.064 -1.147 0.4 0.2 0.6
H 3.586 2.492 0.860 -0.1 -0.3 0.0
C 0.450 -1.476 -3.109 0.1 0.0 0.2
H -1.391 3.969 -4.861 -0.1 0.0 0.1
H 0.711 5.247 0.269 0.0 -0.1 0.0